# 1
{
  "formula": "C3H2N2O3",
  "method": "ωB97M-V/def2-TZVPD",
  "species": ["C", "C", "C", "H", "H", "N", "N", "O", "O", "O"],
  "xyz": [[-1.64760, -0.01768, 0.00084], [1.31070, -0.85033, -0.27280], [0.34051, 1.32860, 0.16598], [2.08932, -1.32880, -0.79230], [0.78406, 2.25412, 0.49432], [0.34912, -1.61851, 0.00395], [-0.86871, 1.15596, 0.00557], [-2.86280, -0.14243, -0.25340], [-0.94599, -1.24831, 0.57315], [1.45138, 0.46737, 0.07469]],
  "orbital_gap_ev": 9.8,
  "e_above_lowest_ev": 4.7048,
  "e_homo_ev": -10.46,
  "smiles": "O=C1N=COC=NO1"
}

***

# 2
{
  "formula": "C3H2N2O3S",
  "method": "ωB97M-V/def2-TZVPD",
  "species": ["C", "C", "C", "N", "N", "O", "O", "O", "S", "H", "H"],
  "xyz": [[0.53610, -0.97331, -0.16701], [1.84802, -0.19410, -0.09182], [0.24468, 0.92225, 0.92568], [-0.34931, -0.38626, 0.51837], [1.57707, 0.93796, 0.48328], [-2.35418, -1.03069, -1.02470], [-1.84988, 1.39948, -0.90614], [-0.38087, 1.75261, 1.49877], [-2.21366, 0.15585, -0.20621], [0.23207, -1.96544, -0.52214], [2.70997, -0.61835, -0.50808]],
  "orbital_gap_ev": 7.3,
  "e_above_lowest_ev": 1.0246,
  "e_homo_ev": -10.03
}

***

# 3
{
  "formula": "C3H2N2S2",
  "method": "ωB97M-V/def2-TZVPD",
  "species": ["C", "C", "C", "N", "N", "S", "S", "H", "H"],
  "xyz": [[-1.18154, 0.62748, -0.11606], [-0.86526, -0.71178, 0.04018], [0.99855, 0.91707, 0.20909], [-0.07865, 1.40106, -0.11784], [0.37308, -1.00391, 0.38766], [2.64627, 0.58446, -0.07289], [1.86846, -1.38955, -0.18821], [-2.15586, 1.07066, -0.19057], [-1.60505, -1.49549, 0.04864]],
  "orbital_gap_ev": 7.4,
  "e_above_lowest_ev": 3.2590,
  "e_homo_ev": -8.25
}